1.
Below is a single C23H25FN2O3 molecule, with properties calculated with ωB97M-V/def2-TZVPD.

Properties
- F_max (eV/Å) = 0.10
- lowest unoccupied orbital energy (eV) = 0.6
- orbital gap (eV) = 9.52
- E (Eh) = -1326.56753
- ΔE to the lowest compared entry with this formula, charge and spin (kJ/mol) = 13.7
- SMILES = Cc1cc(C)cc(C(=O)N[C@H]2CC23CCN(C(=O)c2cccc(O)c2F)CC3)c1
- net charge = 0
- HOMO (Eh) = -0.327

```
54
Properties=species:S:1:pos:R:3:forces:R:3
C 4.86778 1.87018 -2.94053 0.00 0.00 0.00
C 4.87225 1.49376 -1.48336 0.00 0.00 0.00
C 6.06834 1.35995 -0.78650 0.00 0.00 0.00
C 6.09989 1.01807 0.56149 0.00 0.00 0.00
C 7.40900 0.83897 1.28118 0.00 0.00 0.00
C 4.89547 0.81427 1.22272 0.00 0.00 0.00
C 3.68901 0.95712 0.55242 0.00 0.00 0.00
C 2.42987 0.72022 1.33350 -0.02 -0.07 -0.04
O 2.40473 0.00020 2.31474 0.00 0.00 0.00
N 1.32053 1.35874 0.85672 0.01 0.10 0.03
C 0.08220 1.32329 1.57629 0.05 0.00 0.08
C -0.77959 2.55134 1.66580 -0.04 -0.02 -0.06
C -1.24296 1.35747 0.87098 -0.01 0.00 0.00
C -1.26388 1.42422 -0.63910 0.01 0.00 0.00
C -1.21583 0.01043 -1.21181 0.00 0.00 0.00
N -2.30166 -0.79192 -0.66345 0.00 0.00 0.00
C -3.34612 -1.11769 -1.46643 0.00 -0.01 -0.01
O -3.43138 -0.75745 -2.62954 0.00 0.00 0.00
C -4.44806 -1.96537 -0.88483 -0.01 0.01 0.00
C -5.76229 -1.51796 -0.99921 0.01 0.00 0.00
C -6.80415 -2.29960 -0.53704 0.00 -0.01 0.00
C -6.55210 -3.54526 0.02412 0.00 0.01 0.00
C -5.25307 -4.01616 0.12565 0.00 0.00 0.00
O -4.92051 -5.22615 0.64878 0.00 0.00 0.00
C -4.21617 -3.20925 -0.33274 0.00 -0.01 0.00
F -2.96014 -3.67696 -0.22899 0.00 0.00 0.00
C -2.28601 -0.90972 0.78795 0.00 0.00 0.00
C -2.33776 0.47663 1.42902 0.00 0.00 0.00
C 3.68070 1.28765 -0.79877 0.00 0.00 0.00
H 3.99034 1.47071 -3.44874 0.00 0.00 0.00
H 4.85410 2.95565 -3.06075 0.00 0.00 0.00
H 5.75582 1.49468 -3.44812 0.00 0.00 0.00
H 7.00433 1.51761 -1.31283 0.00 0.00 0.00
H 7.33806 1.17395 2.31564 0.00 0.00 0.00
H 7.69827 -0.21391 1.29655 0.00 0.00 0.00
H 8.20870 1.39554 0.79343 0.00 0.00 0.00
H 4.87514 0.53465 2.26867 0.00 0.00 0.00
H 1.47304 2.11323 0.20968 0.00 0.00 0.00
H 0.16957 0.69987 2.45484 0.00 0.00 0.00
H -1.26043 2.77434 2.60937 0.00 0.00 0.00
H -0.46236 3.42191 1.10290 0.00 0.00 0.00
H -2.17977 1.91895 -0.97581 0.00 0.00 0.00
H -0.42451 2.00651 -1.02622 0.00 0.00 0.00
H -1.31232 0.01132 -2.29342 0.00 0.00 0.00
H -0.26909 -0.46452 -0.93488 0.00 0.00 0.00
H -5.94512 -0.56037 -1.46687 0.00 0.00 0.00
H -7.82373 -1.94839 -0.61904 0.00 0.00 0.00
H -7.36847 -4.16407 0.37945 0.00 0.00 0.00
H -5.72283 -5.69267 0.90414 0.00 0.00 0.00
H -3.12583 -1.51212 1.12043 0.00 0.00 0.00
H -1.36652 -1.42378 1.08423 0.00 0.00 0.00
H -2.23420 0.38294 2.51290 0.00 0.00 0.00
H -3.31518 0.92924 1.22921 0.00 0.00 0.00
H 2.74489 1.34968 -1.34380 0.00 0.00 0.00
```
Forces are in eV/Å.

2.
Below is 3 unconnected molecules or ions with the total composition C14H18F9O5 in a non-equilibrium geometry, with properties calculated with ωB97M-V/def2-TZVPD.

Properties
- F_max (eV/Å) = 1.00
- lowest unoccupied orbital energy (eV) = 2.4
- orbital gap (eV) = 3.79
- E (Eh) = -1819.25380
- net charge = -1
- HOMO (Eh) = -0.052

```
46
Properties=species:S:1:pos:R:3:forces:R:3
O -4.73954 4.26058 -0.66563 -0.25 -0.26 -0.23
C -5.16191 3.11883 -0.67433 0.25 0.69 0.55
C -5.10902 2.19266 0.53162 0.62 -0.24 -0.53
C -3.72742 2.08593 1.17817 -0.29 -0.10 -0.11
C -2.72562 1.60646 0.11951 -0.15 0.65 0.75
C -1.56650 0.73605 0.64442 -0.61 0.09 -0.11
C -1.84137 -0.05869 1.89001 0.15 -0.30 0.21
F -0.85345 -1.05509 1.97733 -0.45 0.16 0.08
F -1.70759 0.63721 3.04338 -0.25 -0.44 -0.44
F -3.00150 -0.74161 1.89650 0.57 0.30 0.12
H -5.57412 2.73549 -1.63753 0.00 -0.20 -0.04
H -5.35137 1.19462 0.15768 -0.51 -0.14 0.02
H -5.86844 2.52371 1.23807 -0.21 0.04 0.15
H -3.45888 3.09176 1.50742 0.22 0.12 0.11
H -3.23881 1.04643 -0.66093 -0.12 -0.22 -0.12
H -2.27283 2.47870 -0.37170 0.29 -0.11 -0.42
H -0.67849 1.32861 0.82932 0.21 0.09 0.22
H -1.31169 0.00012 -0.10669 0.19 -0.25 -0.15
C 1.60331 0.08727 3.18244 0.45 0.32 -0.12
C 2.72949 -0.82730 3.60462 -0.52 -0.06 0.34
O 3.79919 -0.83930 2.62981 0.08 -0.12 -0.04
C 4.67736 0.13900 2.71065 -0.27 -0.17 0.10
O 4.70072 1.03144 3.50334 0.15 0.21 0.08
C 5.75449 -0.05355 1.62905 0.03 0.08 -0.12
F 5.22053 -0.37984 0.45253 -0.04 -0.04 -0.11
F 6.59341 -1.03636 1.98942 0.07 -0.12 0.07
F 6.46662 1.05550 1.46986 0.09 0.13 0.02
H 1.24885 -0.18226 2.19489 -0.11 -0.10 -0.04
H 0.77537 0.01711 3.88250 -0.06 -0.05 -0.01
H 1.93662 1.12542 3.14344 0.02 -0.01 0.12
H 2.38083 -1.85645 3.65817 0.12 -0.05 -0.16
H 3.12738 -0.56018 4.58307 0.16 0.10 -0.09
C 0.52886 -3.32916 -4.93359 0.08 0.23 -0.07
C 0.22098 -3.15407 -3.46201 -0.12 -0.46 -0.14
O 0.85242 -1.97584 -2.93611 0.07 0.03 0.11
C 0.20542 -0.83527 -3.14180 0.04 -0.27 0.04
O -0.82704 -0.69851 -3.72044 -0.16 0.15 -0.15
C 0.97069 0.31680 -2.47099 0.11 0.16 0.00
F 2.28556 0.23345 -2.71751 0.10 -0.05 -0.04
F 0.79118 0.26522 -1.15248 0.15 -0.02 0.06
F 0.54495 1.48748 -2.91691 -0.11 0.11 -0.06
H 1.60672 -3.33687 -5.09866 0.01 -0.09 0.03
H 0.10977 -4.26687 -5.29747 -0.01 -0.02 0.03
H 0.10929 -2.51222 -5.51971 -0.08 -0.03 0.02
H 0.62710 -3.98171 -2.88456 0.11 0.10 0.08
H -0.85148 -3.11471 -3.27815 -0.01 0.17 -0.01
```
Forces are in eV/Å.

3.
Below is 13 unconnected molecules or ions with the total composition C36H70Cl25F4NO11P2S2 in a non-equilibrium geometry, with properties calculated with ωB97M-V/def2-TZVPD.

Properties
- F_max (eV/Å) = 6.09
- lowest unoccupied orbital energy (eV) = -0.1
- orbital gap (eV) = 9.72
- E (Eh) = -15679.27446
- net charge = 0
- HOMO (Eh) = -0.360

```
151
Properties=species:S:1:pos:R:3:forces:R:3
C 8.42896 -0.38754 6.75285 -0.14 -0.36 -0.25
C 7.54919 0.47569 7.77628 0.17 0.34 -0.56
C 7.24946 1.96480 7.29493 1.04 2.22 1.58
O 7.51950 2.94784 8.00093 -0.67 -3.08 -2.10
O 6.66060 2.20558 6.01981 -0.63 -1.47 2.30
C 5.28448 1.69889 6.09104 -0.91 0.16 -1.23
C 4.48214 2.48251 4.92947 -0.37 -0.70 0.59
C 3.41078 1.50596 4.18717 1.07 1.38 2.90
C 2.55609 0.84342 5.36646 -0.67 0.45 -0.59
C 1.12432 0.28902 4.93885 -0.06 0.65 1.80
F 1.14513 -1.14554 5.12951 -0.24 1.47 -0.77
O 4.18229 0.44860 3.55728 -1.39 0.66 -2.01
C 4.08281 0.43578 2.12703 1.17 -0.62 1.13
P 5.11195 -1.12172 1.59042 0.86 0.54 -0.79
P 5.92723 -2.10544 3.37181 1.77 -4.48 0.64
O 6.45377 -3.49473 2.94887 -1.47 3.59 0.51
O 7.25606 -1.21728 3.91678 -2.10 -0.78 -0.38
O 4.76140 -2.38573 4.58181 2.45 1.92 -0.73
C 4.87151 1.65816 1.39767 -0.07 -1.67 -1.14
Cl 6.55601 1.66646 2.08427 -1.35 0.23 -0.30
N 4.14950 2.95928 1.42591 0.90 0.58 0.77
O 3.44140 2.98035 0.23629 -1.00 0.43 -0.74
S 5.23270 4.32802 1.25364 5.60 1.17 -0.19
O 5.85626 4.77013 2.53114 -2.49 -1.43 -2.71
O 6.19535 4.17877 0.10716 -3.27 0.13 2.65
C 4.08690 5.74390 0.73254 -0.47 2.77 -0.16
F 2.96570 5.84827 1.56206 2.04 -0.57 -2.25
F 4.84741 6.91529 0.96602 -1.60 -2.79 -0.53
F 3.79711 5.74397 -0.62892 0.12 -0.21 3.19
S 2.37892 0.11635 1.45277 -2.74 1.03 -5.34
C 1.78013 -1.49803 2.14558 0.56 -0.69 1.62
O 1.39730 1.24468 1.58043 2.11 -2.16 1.42
O 2.56971 -0.12676 -0.04272 0.67 0.08 3.55
H 7.87099 -1.36832 6.56984 0.91 1.35 -0.01
H 9.43873 -0.66702 7.19368 -1.31 0.50 -0.41
H 8.62978 0.13940 5.75493 -0.53 -0.75 1.49
H 8.13829 0.54330 8.75164 -1.30 0.11 -1.23
H 6.52930 -0.02692 7.91374 1.50 0.68 0.08
H 5.24125 0.56136 5.94035 0.32 1.53 0.04
H 4.77986 1.92280 7.08434 0.89 -0.18 -1.01
H 5.24352 2.92575 4.21663 -1.05 -0.52 0.84
H 3.88757 3.30966 5.45380 0.89 -0.96 -1.00
H 2.82385 2.17965 3.49196 0.48 -1.32 0.54
H 2.37348 1.66455 6.14387 0.33 -1.20 -1.06
H 3.13185 -0.01242 5.87253 -0.84 1.33 -0.85
H 0.75087 0.62814 3.92235 0.72 -0.93 0.95
H 0.36523 0.69348 5.70260 1.03 -0.82 -1.13
H 4.25676 -2.11357 1.00874 -0.01 0.49 0.96
H 8.06375 -1.78383 3.88288 -1.00 0.18 -0.10
H 5.02733 -1.83443 5.35640 -0.53 -0.50 -0.51
H 4.94893 1.34775 0.29215 0.03 0.56 1.63
H 2.55649 3.36849 0.42619 0.46 -0.52 0.21
H 1.74237 -2.32832 1.36645 0.12 1.67 0.63
H 0.78832 -1.37828 2.68084 1.23 0.19 -0.85
H 2.55045 -1.82196 2.93647 -1.17 0.54 -1.00
Cl -2.71245 0.21549 1.00606 0.02 -0.07 0.12
C -2.66976 1.55279 -0.17261 0.17 0.11 0.00
C -1.32606 2.24965 -0.19822 -0.32 -0.28 -0.02
Cl -1.01063 3.16397 1.29882 -0.04 0.11 0.03
H -3.47708 2.24562 0.07242 0.11 -0.08 0.08
H -2.88051 1.11540 -1.16041 0.40 0.10 1.60
H -1.29758 2.96837 -1.01692 -0.19 -0.09 0.12
H -0.50835 1.54075 -0.33927 -0.08 0.06 0.13
Cl -3.31205 1.30114 -2.99292 -0.34 0.00 -1.56
C -4.21180 0.29721 -4.16152 -0.23 -0.13 -0.46
C -5.67689 0.17648 -3.80169 0.22 -0.15 0.04
Cl -5.92810 -0.78615 -2.32246 0.08 0.06 0.11
H -3.72857 -0.67963 -4.21001 -0.05 0.13 0.15
H -4.10854 0.77642 -5.13695 -0.09 0.00 0.08
H -6.21476 -0.33001 -4.60386 0.38 -0.01 0.39
H -6.13535 1.15504 -3.65023 0.08 -0.11 0.04
Cl -7.52959 0.67727 -6.11619 -0.40 0.23 -0.45
C -8.42743 -0.32726 -7.28272 -0.22 -0.07 -0.16
C -9.89312 -0.44882 -6.92364 0.03 0.13 -0.16
Cl -10.14570 -1.41105 -5.44486 0.01 0.02 0.05
H -7.94428 -1.30140 -7.32988 -0.05 0.21 0.27
H -8.32308 0.15146 -8.25769 -0.03 0.03 0.12
H -10.43013 -0.95670 -7.72697 0.14 0.00 0.03
H -10.35202 0.52963 -6.77303 0.10 -0.10 0.06
Cl 2.70716 -4.73213 -3.76417 0.02 -0.04 0.01
C 1.54977 -3.59596 -3.02847 -0.11 0.10 0.08
C 2.23903 -2.53291 -2.19985 -0.21 0.27 -0.20
Cl 2.97707 -3.20289 -0.72268 0.02 -0.46 -0.18
H 0.84181 -4.17325 -2.43164 0.16 0.03 -0.02
H 1.00190 -3.12727 -3.84768 0.12 0.07 0.08
H 1.51305 -1.78400 -1.87737 0.06 -0.07 0.02
H 3.02007 -2.02571 -2.76650 -0.06 -0.24 0.12
Cl 6.15909 -0.41833 -4.89763 -0.03 -0.03 -0.02
C 5.03147 0.95151 -4.74892 -0.07 0.16 0.02
C 3.75907 0.56787 -4.02302 0.10 0.24 0.16
Cl 2.74875 -0.54857 -4.97931 -0.02 0.00 -0.11
H 4.82307 1.32888 -5.75124 -0.01 -0.14 0.10
H 5.55315 1.73244 -4.19271 -0.09 -0.09 0.04
H 3.15547 1.45791 -3.83561 0.07 -0.06 -0.04
H 3.97174 0.09371 -3.06313 0.00 0.01 -0.13
Cl -9.13435 2.85347 -8.53868 -0.07 0.03 -0.02
C -7.86948 3.78567 -9.37526 0.17 0.17 -0.11
C -7.41140 3.10862 -10.64999 -0.06 0.19 -0.08
Cl -6.51220 1.60445 -10.32543 -0.06 -0.05 0.04
H -7.04199 3.93333 -8.67962 -0.10 -0.14 -0.07
H -8.29695 4.76268 -9.60733 0.00 -0.12 -0.05
H -6.73684 3.76846 -11.19859 -0.03 -0.02 0.12
H -8.25321 2.86593 -11.30005 0.07 -0.04 0.15
Cl -0.95653 -3.81357 9.53521 0.12 0.06 0.11
C -1.64502 -3.97642 7.89798 -0.05 0.10 0.03
C -0.98403 -3.04543 6.90483 0.13 -0.35 -0.10
Cl -1.37595 -1.33677 7.22568 -0.09 0.11 0.09
H -2.72088 -3.79350 7.96037 0.80 0.03 0.29
H -1.49233 -5.01342 7.59239 0.04 0.10 -0.02
H -1.33734 -3.26656 5.89619 -0.05 0.01 0.12
H 0.10175 -3.15109 6.91477 -0.12 0.12 0.06
Cl 1.06621 3.67603 -1.57905 0.30 0.03 -0.24
C 0.29992 4.64159 -2.86449 -0.05 0.21 -0.23
C 0.68824 6.10349 -2.78874 0.04 0.01 -0.14
Cl -0.00217 6.90773 -1.35729 0.05 -0.06 0.02
H -0.78093 4.50850 -2.78906 0.12 0.05 0.10
H 0.62844 4.21931 -3.81579 0.04 0.06 0.09
H 0.30813 6.63371 -3.66389 -0.03 -0.12 0.06
H 1.77156 6.22963 -2.75828 -0.12 -0.08 0.08
Cl -7.86699 -2.32298 -9.55778 0.04 -0.14 -0.32
C -6.70535 -3.53160 -10.16157 0.17 -0.26 -0.14
C -6.16464 -4.40744 -9.05124 -0.22 -0.17 -0.19
Cl -5.10602 -3.50425 -7.93747 0.00 0.04 0.01
H -5.90517 -3.00187 -10.68073 -0.09 -0.01 0.14
H -7.23641 -4.14474 -10.89164 0.03 -0.01 0.12
H -5.56236 -5.21354 -9.47499 -0.16 0.33 0.00
H -6.96906 -4.85475 -8.46511 0.06 0.18 -0.01
Cl -6.99664 -2.86040 8.33411 0.02 -0.04 0.02
C -5.71336 -1.93780 7.51372 0.14 0.12 -0.05
C -5.24588 -2.61485 6.24220 -0.14 0.33 -0.14
Cl -4.36176 -4.12815 6.57192 -0.76 -0.16 -0.52
H -4.89243 -1.79887 8.21911 -0.08 -0.09 -0.09
H -6.12952 -0.95680 7.27843 0.03 -0.11 -0.07
H -4.55933 -1.95888 5.70365 -0.01 -0.03 0.13
H -6.08145 -2.84878 5.58111 0.07 -0.06 0.16
Cl 1.79531 1.36278 8.96551 0.04 0.08 -0.05
C 1.44986 0.23191 10.29866 -0.05 -0.28 0.21
C 0.01142 0.31847 10.76416 -0.01 -0.19 -0.08
Cl -0.33829 1.86169 11.58399 0.01 0.04 -0.03
H 2.14799 0.44279 11.11014 -0.12 0.10 -0.11
H 1.65711 -0.77201 9.92376 -0.13 0.07 -0.01
H -0.19323 -0.47566 11.48434 0.11 0.05 -0.06
H -0.68622 0.21132 9.93228 0.13 0.06 0.06
Cl -3.11910 -4.70887 -12.41297 -0.09 0.02 0.01
C -2.08452 -4.92434 -10.97908 0.17 0.01 0.19
C -2.15439 -6.33410 -10.42985 0.28 0.05 -0.08
Cl -3.74394 -6.69443 -9.71028 0.19 -0.26 -0.05
H -2.38452 -4.18788 -10.23172 -0.06 -0.13 -0.08
H -1.06276 -4.69825 -11.28883 -0.08 -0.11 0.01
H -1.41293 -6.46128 -9.63909 -0.09 0.10 -0.04
H -1.95698 -7.07743 -11.20345 -0.13 0.12 0.05
```
Forces are in eV/Å.

4.
Below is a single C12H13NO2 molecule in a non-equilibrium geometry, with properties calculated with ωB97M-V/def2-TZVPD.

Properties
- F_max (eV/Å) = 4.32
- lowest unoccupied orbital energy (eV) = 0.4
- orbital gap (eV) = 7.88
- E (Eh) = -670.18636
- ΔE to the lowest compared entry with this formula, charge and spin (kJ/mol) = 444.1
- SMILES = CO\C(O)=N/C=C\C=C\c1ccccc1
- net charge = 0
- HOMO (Eh) = -0.276

```
28
Properties=species:S:1:pos:R:3:forces:R:3
C 5.61854 -0.67003 -0.18942 -2.68 -0.10 1.01
O 4.39511 0.04333 -0.26490 0.24 0.92 0.38
C 3.28718 -0.46693 0.20922 -1.64 -1.01 0.25
O 3.30130 -1.84522 0.43873 2.30 2.17 -0.34
N 2.18521 0.15575 0.37566 -0.33 0.19 -0.42
C 2.05448 1.52562 -0.02666 -1.03 -1.52 0.55
C 0.85021 2.17764 -0.09523 2.70 -1.47 0.61
C -0.48267 1.77314 0.13718 -1.22 -3.84 -0.35
C -0.94328 0.52415 -0.08135 -0.79 -1.69 -0.10
C -2.35264 -0.01220 -0.06584 0.20 1.78 0.45
C -3.38924 0.90549 0.18045 0.74 -0.02 -0.85
C -4.70109 0.47424 0.17089 -2.58 1.69 1.88
C -5.02052 -0.89039 0.12156 -0.59 -0.90 -0.70
C -3.97970 -1.77320 -0.16954 -0.33 -2.07 -0.38
C -2.68783 -1.34853 -0.29123 3.02 -0.63 0.31
H 5.60389 -1.32312 -0.95827 0.62 -2.20 -2.47
H 5.77881 -1.13814 0.71773 -0.46 -1.50 1.99
H 6.36456 -0.01305 -0.16304 2.92 3.05 -0.92
H 2.39330 -2.03893 0.38438 -2.05 -0.70 0.25
H 3.04260 1.87481 -0.26464 -0.18 1.33 -0.32
H 0.84546 3.16435 -0.36690 0.77 2.54 -0.70
H -1.27719 2.40467 0.39561 -0.33 1.75 0.30
H -0.34271 -0.33887 -0.32527 1.03 0.41 -0.17
H -3.05259 1.96202 0.25466 -1.00 -0.81 0.12
H -5.55246 1.26495 0.44531 1.89 -1.88 -0.86
H -6.05263 -1.34903 0.21038 1.25 1.13 -0.07
H -4.04970 -2.89709 -0.35271 -0.76 1.67 0.52
H -1.83643 -2.14546 -0.42675 -1.70 1.72 0.05
```
Forces are in eV/Å.

5.
Below is a single C3H8N4O molecule in a non-equilibrium geometry, with properties calculated with ωB97M-V/def2-TZVPD.

Properties
- F_max (eV/Å) = 3.99
- lowest unoccupied orbital energy (eV) = 0.8
- orbital gap (eV) = 9.35
- E (Eh) = -413.23034
- ΔE to the lowest compared entry with this formula, charge and spin (kJ/mol) = 487.6
- SMILES = C/N=C(N)/N=C\NO
- net charge = 0
- HOMO (Eh) = -0.315

```
16
Properties=species:S:1:pos:R:3:forces:R:3
C 1.58055 -1.27528 0.99975 0.66 0.17 -0.70
N 0.62264 -0.24424 0.69658 -1.39 0.33 -0.01
C -0.27899 -0.32415 -0.21563 -2.09 -2.82 1.89
N -0.33336 -1.24454 -1.25114 0.08 0.02 0.20
N -1.77191 0.06940 0.15494 2.24 -0.04 -0.05
C -1.76971 1.32510 0.02405 0.37 -0.01 -1.65
N -0.58049 1.83109 -0.54498 0.35 1.14 -1.84
O 0.56886 2.20047 0.14149 0.00 0.39 1.84
H 1.09664 -2.15649 1.43148 -0.13 0.09 -0.02
H 2.29247 -0.88465 1.73155 -0.11 -0.12 -0.10
H 2.15804 -1.59760 0.12626 0.12 -0.10 0.02
H -1.25898 -1.58579 -1.46806 -0.02 0.29 0.04
H 0.32081 -2.01608 -1.20169 0.16 0.35 -0.01
H -2.65482 1.93137 -0.14661 -0.29 -0.01 0.95
H -0.73474 2.58608 -1.21389 0.02 -0.19 0.33
H 0.74299 1.38531 0.73591 0.04 0.51 -0.88
```
Forces are in eV/Å.